C6H24O5S2 | the ωB97M-V functional and the def2-TZVPD basis

```
! wB97M-V def2-TZVPD RIJCOSX def2/J DEFGRID3
* xyz 0 1
C -0.094 -1.764 -1.349
C -0.568 -1.627 -2.815
C 1.182 -2.591 -1.191
S 1.512 -2.701 0.583
S 2.767 -1.314 1.471
C 1.850 0.251 1.599
C 0.328 0.204 1.555
C -0.349 0.872 2.750
H -0.893 -2.298 -0.838
H 0.071 -0.758 -0.968
H -0.029 -0.824 -3.332
H -1.586 -1.248 -2.865
H -0.307 -2.553 -3.321
H 2.011 -2.286 -1.838
H 1.046 -3.584 -1.627
H 2.303 0.966 0.910
H 2.206 0.623 2.559
H 0.058 0.884 0.735
H -0.055 -0.788 1.388
H 0.089 0.537 3.695
H -1.348 0.505 3.005
H -0.361 1.954 2.735
H -2.172 -2.001 1.673
H -1.655 -1.156 0.439
O -2.388 -1.300 1.051
H 1.133 3.900 -0.064
H 1.233 2.940 1.145
O 1.206 3.867 0.893
H -1.445 1.904 -0.323
H -0.925 3.162 0.396
O -0.790 2.605 -0.375
H 1.623 2.181 -1.494
H 2.248 0.720 -1.947
O 2.105 1.650 -2.123
H -2.968 0.276 -0.356
H -3.558 -1.055 -0.711
O -3.479 -0.155 -1.044
*
```

Output
- frontier orbital gap (eV) = 9.2912
- ΔE to the lowest compared entry with this formula, charge and spin (kcal/mol) = 53.3
- HOMO (eV) = -9.1
- SMILES string = CCCSSCCC.O.O.O.O.O

Per-atom Löwdin charges, elementary charge units:
1 C -0.356
2 C -0.084
3 C -0.539
4 S 0.514
5 S 0.528
6 C -0.557
7 C -0.341
8 C -0.096
9 H 0.086
10 H 0.081
11 H 0.073
12 H 0.063
13 H 0.072
14 H 0.087
15 H 0.079
16 H 0.052
17 H 0.063
18 H 0.065
19 H 0.021
20 H 0.078
21 H 0.070
22 H 0.068
23 H 0.071
24 H -0.010
25 O -0.062
26 H 0.030
27 H 0.001
28 O -0.042
29 H 0.032
30 H 0.045
31 O -0.049
32 H -0.002
33 H 0.025
34 O -0.040
35 H 0.000
36 H 0.027
37 O -0.054

---

C3H5NS2 | the ωB97M-V functional and the def2-TZVPD basis

```
! wB97M-V def2-TZVPD RIJCOSX def2/J DEFGRID3
* xyz 0 1
C 1.472 -0.149 -0.009
C -1.049 0.682 0.314
C -1.118 -0.715 -0.310
H 3.175 0.629 0.005
H -1.857 1.337 -0.077
H -1.141 0.612 1.403
H -1.936 -1.290 0.073
H -1.248 -0.617 -1.377
N 2.718 -0.295 0.004
S 0.564 1.391 -0.100
S 0.421 -1.585 0.074
*
```

Output
- frontier orbital gap (eV) = 9.7752
- ΔE to the lowest compared entry with this formula, charge and spin (kcal/mol) = 4.8
- HOMO (eV) = -9.2
- SMILES string = N=C1SCCS1

Per-atom Löwdin charges, elementary charge units:
1 C -1.026
2 C -0.544
3 C -0.546
4 H 0.050
5 H 0.087
6 H 0.074
7 H 0.065
8 H 0.068
9 N 0.003
10 S 0.875
11 S 0.893

---

C24H26InN6O4 | the ωB97M-V functional and the def2-TZVPD basis

```
! wB97M-V def2-TZVPD RIJCOSX def2/J DEFGRID3
* xyz 1 1
In -1.129 -0.050 0.127
O 0.798 -1.632 3.359
C -0.109 -1.321 2.630
N -0.396 -0.083 2.131
C 0.079 1.073 2.670
O 0.850 1.195 3.588
C -0.546 2.280 2.009
C -0.621 3.480 2.703
C -1.249 4.561 2.103
C -1.720 4.422 0.805
C -1.586 3.194 0.174
N -1.036 2.149 0.779
C -1.147 -2.325 2.192
C -1.282 -3.524 2.883
C -2.345 -4.352 2.564
C -3.233 -3.950 1.576
C -2.998 -2.758 0.908
N -1.974 -1.973 1.211
H -0.214 3.533 3.701
H -1.373 5.493 2.636
H -2.194 5.243 0.290
H -1.942 3.032 -0.837
H -0.564 -3.761 3.653
H -2.487 -5.286 3.084
H -4.095 -4.551 1.333
H -3.650 -2.414 0.113
O -3.927 0.630 -2.778
C -3.155 0.135 -1.992
O -2.794 0.664 -0.876
C -2.508 -1.201 -2.332
C -2.993 -1.983 -3.371
C -2.349 -3.174 -3.656
C -1.224 -3.519 -2.914
C -0.804 -2.674 -1.900
N -1.446 -1.548 -1.619
H -3.857 -1.639 -3.917
H -2.708 -3.818 -4.443
H -0.678 -4.426 -3.121
H 0.066 -2.889 -1.290
C 4.923 1.918 -0.826
C 3.659 2.227 -0.020
N 2.603 1.233 -0.163
C 2.667 0.074 0.716
C 3.220 -1.158 0.007
C 1.664 1.312 -1.095
C 1.770 2.361 -2.169
N 0.646 0.476 -1.145
H 5.582 2.783 -0.803
H 4.692 1.698 -1.865
H 5.459 1.071 -0.410
H 3.273 3.207 -0.303
H 3.927 2.270 1.039
H 1.666 -0.153 1.080
H 3.288 0.318 1.578
H 2.570 -1.440 -0.819
H 3.258 -1.976 0.722
H 4.220 -0.983 -0.382
H 2.796 2.547 -2.470
H 1.347 3.304 -1.820
H 1.205 2.041 -3.044
H 0.104 0.639 -1.989
*
```

Output
- frontier orbital gap (eV) = 9.2441
- ΔE to the lowest compared entry with this formula, charge and spin (kcal/mol) = 10.5
- HOMO (eV) = -12.2

Per-atom Löwdin charges, elementary charge units:
1 In 0.928
2 O 0.139
3 C -0.446
4 N 0.032
5 C -0.449
6 O 0.136
7 C -0.168
8 C 0.032
9 C -0.016
10 C -0.017
11 C -0.089
12 N 0.040
13 C -0.173
14 C 0.036
15 C -0.015
16 C -0.017
17 C -0.091
18 N 0.047
19 H 0.129
20 H 0.121
21 H 0.117
22 H 0.123
23 H 0.131
24 H 0.120
25 H 0.117
26 H 0.126
27 O 0.114
28 C -0.581
29 O -0.081
30 C -0.181
31 C 0.034
32 C -0.014
33 C -0.021
34 C -0.099
35 N 0.023
36 H 0.131
37 H 0.121
38 H 0.116
39 H 0.123
40 C -0.057
41 C -0.187
42 N -0.055
43 C -0.182
44 C -0.043
45 C -0.388
46 C 0.026
47 N 0.067
48 H 0.085
49 H 0.071
50 H 0.072
51 H 0.118
52 H 0.128
53 H 0.073
54 H 0.137
55 H 0.063
56 H 0.086
57 H 0.071
58 H 0.077
59 H 0.102
60 H 0.096
61 H 0.060

---

C4H7NO2 | the ωB97M-V functional and the def2-TZVPD basis

```
! wB97M-V def2-TZVPD RIJCOSX def2/J DEFGRID3
* xyz 0 1
C 1.404 0.642 -1.127
C -0.773 -0.083 0.508
C 0.244 -0.147 -0.654
N -0.392 0.620 1.672
C 0.012 -1.320 0.152
O -2.124 -0.010 0.216
O -0.386 -1.218 -1.331
H -2.242 -0.449 -0.643
H -0.929 1.470 1.809
H -0.487 0.073 2.520
H 0.591 -2.102 0.601
H 2.128 -0.009 -1.615
H 1.878 1.127 -0.275
H 1.077 1.405 -1.833
*
```

Output
- frontier orbital gap (eV) = 10.0491
- ΔE to the lowest compared entry with this formula, charge and spin (kcal/mol) = 86.1
- HOMO (eV) = -9.1
- SMILES string = C[C@@]12O[C@@H]1[C@]2(N)O

Per-atom Löwdin charges, elementary charge units:
1 C 0.006
2 C -0.488
3 C -0.373
4 N 0.126
5 C 0.000
6 O 0.039
7 O 0.006
8 H 0.104
9 H 0.095
10 H 0.090
11 H 0.138
12 H 0.088
13 H 0.085
14 H 0.083

---

CH10NO4 | the ωB97M-V functional and the def2-TZVPD basis

```
! wB97M-V def2-TZVPD RIJCOSX def2/J DEFGRID3
* xyz -1 1
N -1.120 1.160 -1.727
C 0.305 1.047 -1.210
O 0.429 -0.013 -0.362
H -1.395 0.225 -2.009
H -1.735 1.322 -0.932
H 0.834 0.783 -2.150
H 0.603 2.058 -0.880
H -0.490 0.060 0.916
H -0.315 0.471 2.387
O -0.871 -0.104 1.855
H -0.894 -1.696 -0.422
H -1.353 -2.130 0.884
O -1.302 -2.471 -0.017
H 1.864 0.215 0.339
H 2.226 0.506 1.850
O 2.599 0.528 0.976
*
```

Output
- frontier orbital gap (eV) = 8.6542
- ΔE to the lowest compared entry with this formula, charge and spin (kcal/mol) = 3.1
- HOMO (eV) = -4.6

Per-atom Löwdin charges, elementary charge units:
1 N -0.027
2 C -0.462
3 O -0.330
4 H 0.032
5 H 0.033
6 H 0.088
7 H 0.096
8 H -0.014
9 H 0.000
10 O -0.145
11 H -0.015
12 H 0.003
13 O -0.094
14 H -0.006
15 H -0.019
16 O -0.141

---

C20H21FeN2 | the ωB97M-V functional and the def2-TZVPD basis

```
! wB97M-V def2-TZVPD RIJCOSX def2/J DEFGRID3
* xyz -1 5
C -1.900 0.632 2.690
C -0.872 0.105 1.774
N -0.906 -0.976 1.007
C 0.355 -1.097 0.425
C 1.158 -0.019 0.852
C 2.538 -0.024 0.719
C 3.106 -1.134 0.077
C 2.321 -2.211 -0.368
C 0.933 -2.198 -0.215
N 0.339 0.714 1.702
H -2.754 -0.046 2.689
H -1.485 0.699 3.705
H -2.206 1.640 2.381
H 3.126 0.805 1.121
H 4.185 -1.177 -0.067
H 2.802 -3.076 -0.831
H 0.293 -3.024 -0.520
H 0.611 1.547 2.211
C -1.980 -3.267 2.501
C -2.969 -2.533 1.714
C -3.318 -2.899 0.377
C -4.594 -3.476 -0.116
C -4.610 -3.417 -1.560
C -3.385 -2.795 -2.006
C -2.603 -2.470 -0.843
Fe -4.381 -1.636 -0.726
C -4.276 0.263 -1.251
C -4.208 0.098 0.189
C -5.397 -0.624 0.620
C -6.206 -0.883 -0.560
C -5.514 -0.337 -1.712
H -1.988 -2.961 3.555
H -2.180 -4.342 2.472
H -0.992 -3.080 2.078
H -3.680 -1.907 2.254
H -5.345 -3.928 0.532
H -5.371 -3.835 -2.211
H -3.050 -2.645 -3.033
H -1.610 -2.050 -0.813
H -3.559 0.821 -1.847
H -3.465 0.553 0.829
H -5.679 -0.828 1.652
H -7.197 -1.329 -0.561
H -5.888 -0.307 -2.730
*
```

Output
- frontier orbital gap (spin up / spin down) (eV) = 2.0116 / 8.0689
- ΔE to the lowest compared entry with this formula, charge and spin (kcal/mol) = 1.9
- HOMO (spin up / spin down) (eV) = 0.7 / -5.6
- ⟨S²⟩ = 6.04

Per-atom Löwdin charges, elementary charge units:
1 C -0.191
2 C -0.409
3 N 0.131
4 C -0.224
5 C -0.260
6 C -0.090
7 C -0.121
8 C -0.119
9 C -0.040
10 N 0.121
11 H 0.044
12 H 0.030
13 H 0.032
14 H 0.082
15 H 0.086
16 H 0.090
17 H 0.098
18 H 0.024
19 C -0.118
20 C -0.140
21 C -0.267
22 C -0.117
23 C -0.156
24 C -0.136
25 C -0.107
26 Fe 0.292
27 C -0.150
28 C -0.133
29 C -0.149
30 C -0.166
31 C -0.141
32 H 0.068
33 H 0.073
34 H 0.061
35 H 0.082
36 H 0.117
37 H 0.108
38 H 0.112
39 H 0.077
40 H 0.105
41 H 0.079
42 H 0.109
43 H 0.106
44 H 0.108

---

Q: What is the formula in the first record?
A: C6H24O5S2

---

Q: The lowest ΔE to the lowest compared entry with this formula, charge and spin belongs to which entry?
A: C20H21FeN2